No. 1
Formula: C14H37B3FNO9
Source: the Open Molecules 2025 dataset
Level of theory: the ωB97M-V functional and the def2-TZVPD basis

Calculated values
SMILES = NCCB1OBOB(F)O1.COCCOC.COCCOC.COCCOC
total charge = 0
multiplicity = 1
LUMO level = 0.4 eV
E_tot = -1462.17274 hartree

Atoms and positions in Å:
N  0.42081  -0.16078  0.34046
C  0.05781  1.24267  0.50315
C  -1.23976  1.67554  -0.19605
B  -2.55486  1.29861  0.54380
O  -3.78737  1.84199  0.19844
B  -4.84612  0.97216  0.11760
O  -4.73344  -0.28407  0.68201
B  -3.62495  -0.57328  1.44613
F  -3.54955  -1.73750  2.07280
O  -2.59952  0.32914  1.54396
H  0.36836  -0.42843  -0.63499
H  -0.18699  -0.76619  0.87842
H  0.88201  1.84225  0.11291
H  0.01581  1.46389  1.56951
H  -1.28707  1.24238  -1.20272
H  -1.25069  2.76037  -0.35330
H  -5.84015  1.29750  -0.43980
C  3.61630  -1.12756  1.26172
O  4.23753  -1.51244  0.04682
C  5.62911  -1.73702  0.15746
C  5.96354  -3.21135  0.23502
O  5.47261  -3.80824  1.42169
C  4.27252  -4.53399  1.24209
H  2.54079  -1.15184  1.10155
H  3.89288  -1.79764  2.08048
H  3.90135  -0.10380  1.53307
H  6.03272  -1.22270  1.03705
H  6.10842  -1.31513  -0.73183
H  7.05126  -3.33027  0.22968
H  5.56172  -3.72412  -0.64600
H  4.45183  -5.45941  0.68320
H  3.51838  -3.94261  0.71667
H  3.90068  -4.78961  2.23283
C  1.77017  4.76215  1.91306
O  2.22962  3.44837  2.15963
C  3.55091  3.20828  1.70613
C  4.55352  3.24094  2.83782
O  4.66384  4.53057  3.41298
C  3.95925  4.67533  4.63048
H  0.83238  4.88217  2.45360
H  2.48407  5.51244  2.26248
H  1.58451  4.92145  0.84440
H  3.83122  3.94030  0.94097
H  3.56771  2.21533  1.24637
H  5.53707  2.96492  2.44585
H  4.27283  2.50425  3.59863
H  4.44899  4.11967  5.43777
H  2.92527  4.33191  4.54188
H  3.96527  5.73477  4.88083
C  -7.82549  -1.59321  -4.71016
O  -7.26514  -2.86242  -4.43647
C  -6.04693  -3.11014  -5.11429
C  -4.84757  -2.92094  -4.21129
O  -4.69690  -1.57183  -3.80411
C  -5.16683  -1.31564  -2.49539
H  -8.64518  -1.44661  -4.00900
H  -7.09339  -0.79184  -4.58098
H  -8.22214  -1.54941  -5.73051
H  -5.95531  -2.45750  -5.98936
H  -6.06528  -4.14646  -5.46466
H  -3.94361  -3.20643  -4.75736
H  -4.93825  -3.57595  -3.33795
H  -4.50202  -1.75672  -1.74452
H  -6.17720  -1.70241  -2.34105
H  -5.18140  -0.23383  -2.36959

Atom charges from the Mulliken analysis, given in e for atoms 1 to 8: -0.4398 -0.4657 -0.7984 0.6202 -0.5199 0.7874 -0.6020 0.6453


No. 2
Formula: C24H29N7Sn
Source: the Open Molecules 2025 dataset
Level of theory: the ωB97M-V functional and the def2-TZVPD basis

Calculated values
total charge = 0
multiplicity = 1
LUMO level = -0.1 eV
E_tot = -1529.49443 hartree
energy relative to the best compared isomer or geometry (same formula, charge and spin) = 4.79 kcal/mol

Atoms and positions in Å:
Sn  1.31911  -1.19364  1.04866
C  3.71387  -1.83261  -0.36537
C  4.07949  -1.04315  0.68756
C  3.57541  -1.63225  1.88300
C  3.03151  -2.91256  1.55698
C  2.99253  -2.91650  0.12073
C  2.60286  -4.20801  -0.54807
C  2.64245  -4.08015  2.44736
C  3.94003  -1.09397  3.28366
C  4.65411  0.31379  0.58773
C  3.73488  -1.43308  -1.80414
H  2.00971  -4.07517  -1.46257
H  1.99298  -4.87024  0.20384
H  3.58431  -4.70239  -0.71018
H  3.18489  -3.98971  3.45919
H  3.10491  -4.97157  2.12906
H  1.57975  -4.09710  2.59610
H  5.01917  -0.94424  3.38335
H  3.72521  -1.86652  4.02325
H  3.48776  -0.09247  3.47620
H  5.59395  0.32969  1.20051
H  4.10541  1.03912  1.14660
H  4.86377  0.72632  -0.43125
H  4.56728  -1.64083  -2.53431
H  3.52526  -0.35934  -1.85014
H  2.81810  -1.84229  -2.24377
N  0.02759  3.95246  -0.74075
C  -1.06638  4.14947  -1.49835
N  -1.30832  5.47695  -1.66807
C  -2.37343  5.67386  -2.40452
N  -2.59998  6.91835  -2.82176
N  -3.20866  4.73938  -2.90410
C  -2.79413  3.48160  -2.68627
N  -1.71600  3.12733  -1.96790
C  -3.51606  2.39674  -3.45313
C  -4.84452  2.66701  -3.74306
C  -5.62769  1.86618  -4.57212
C  -4.94665  0.80227  -5.08670
C  -3.64412  0.50229  -4.65903
N  -2.89808  1.26024  -3.83950
H  0.45251  4.74820  -0.34067
H  0.55546  3.12247  -0.65616
H  -2.02763  7.65856  -2.40756
H  -3.22102  7.07318  -3.56783
H  -5.20296  3.55864  -3.27232
H  -6.70398  2.11440  -4.71034
H  -5.39345  0.11002  -5.80661
H  -3.16739  -0.38817  -4.99661
N  0.05888  -2.61791  2.20419
C  -0.93571  -2.13551  3.02172
C  -0.71856  -1.58985  4.33059
C  -1.76359  -1.05926  5.01431
C  -3.01835  -0.97117  4.46352
C  -3.28387  -1.54811  3.27398
C  -2.31794  -2.14771  2.54903
H  0.33031  -1.42402  4.62771
H  -1.62248  -0.47618  5.94347
H  -3.83315  -0.48660  4.99864
H  -4.34864  -1.46405  2.86607
H  -2.55415  -2.26002  1.53663
H  -0.21660  -3.44216  1.68951

Atom charges from the Mulliken analysis, given in e for atoms 1 to 8: 0.7447 1.0932 0.7635 0.5986 -0.2742 0.4247 -1.5092 -1.6327


No. 3
Formula: C23H29FN2O5S
Source: the Open Molecules 2025 dataset
Level of theory: the ωB97M-V functional and the def2-TZVPD basis

Calculated values
SMILES = CCc1cccc(CC)c1NC(=O)COC(=O)c1ccc(F)c(S(=O)(=O)N(CC)CC)c1
total charge = 0
multiplicity = 1
LUMO level = 0.0 eV
E_tot = -1877.62494 hartree
energy relative to the best compared isomer or geometry (same formula, charge and spin) = 3.43 kcal/mol

Atoms and positions in Å:
C  1.07988  -0.79663  2.06650
C  1.35444  0.60639  1.52100
C  2.83398  0.87047  1.45602
C  3.46988  1.51870  2.50446
C  4.83615  1.73179  2.47916
C  5.57927  1.30751  1.39551
C  4.97783  0.65653  0.32475
C  5.82264  0.21291  -0.83572
C  6.59391  -1.06325  -0.49435
C  3.60342  0.43216  0.37531
N  2.94754  -0.23074  -0.70325
C  2.98068  -1.55983  -0.91461
O  3.67010  -2.35131  -0.31683
C  2.05330  -2.01877  -2.05484
O  1.02640  -1.07863  -2.34352
C  -0.09800  -1.17133  -1.61005
O  -0.29298  -2.02546  -0.78595
C  -1.06035  -0.08557  -1.93004
C  -0.91367  0.73539  -3.04669
C  -1.83566  1.73304  -3.29587
C  -2.90280  1.90263  -2.42331
F  -3.77662  2.88097  -2.66645
C  -3.07101  1.08501  -1.31752
S  -4.43021  1.38533  -0.15855
O  -5.63461  1.59259  -0.90122
O  -3.96000  2.42153  0.71128
N  -4.48103  -0.06379  0.66513
C  -5.48518  -0.99397  0.17590
C  -5.11408  -1.51147  -1.20733
C  -4.29485  0.02408  2.10067
C  -5.52361  0.53241  2.84821
C  -2.13974  0.10018  -1.06880
H  1.47075  -0.88818  3.07712
H  0.01083  -0.99396  2.08260
H  1.55711  -1.55336  1.44947
H  0.89657  0.70604  0.53260
H  0.88595  1.34387  2.17591
H  2.88538  1.85624  3.34774
H  5.31940  2.23501  3.30326
H  6.64403  1.48668  1.36787
H  5.19720  0.03218  -1.71151
H  6.53097  1.00853  -1.08142
H  7.20173  -1.37393  -1.34107
H  7.24552  -0.89616  0.35983
H  5.89854  -1.86120  -0.24872
H  2.27547  0.31158  -1.22919
H  2.63943  -2.13193  -2.96963
H  1.62188  -2.98312  -1.77068
H  -0.08115  0.58527  -3.71598
H  -1.74362  2.38457  -4.15043
H  -5.53635  -1.82543  0.88245
H  -6.46531  -0.50644  0.12498
H  -4.12702  -1.96702  -1.19644
H  -5.84109  -2.25599  -1.52224
H  -5.12235  -0.69437  -1.92316
H  -4.00258  -0.96732  2.46103
H  -3.46578  0.71586  2.25436
H  -6.36559  -0.14434  2.72261
H  -5.30138  0.61942  3.90854
H  -5.79651  1.51207  2.46373
H  -2.24709  -0.53342  -0.20262

Atom charges from the Mulliken analysis, given in e for atoms 1 to 8: -0.9964 -0.2160 0.5814 -0.9200 -0.9201 -0.4820 0.5303 -0.9165


No. 4
Formula: C2H10N2OSi
Source: the Open Molecules 2025 dataset
Level of theory: the ωB97M-V functional and the def2-TZVPD basis

Calculated values
SMILES = CN(C)O[SiH2]N
total charge = 0
multiplicity = 1
LUMO level = 0.7 eV
E_tot = -556.40154 hartree
energy relative to the best compared isomer or geometry (same formula, charge and spin) = 76.16 kcal/mol

Atoms and positions in Å:
C  -1.12572  -1.22770  -0.80575
N  0.10053  -0.71372  -0.21044
C  1.27188  -1.36825  -0.77653
O  0.21550  0.62479  -0.62800
Si  0.02146  2.17686  0.56007
N  -0.22292  1.33048  2.02655
H  -1.96942  -0.71475  -0.34647
H  -1.15752  -1.05351  -1.88997
H  -1.19351  -2.29562  -0.60917
H  1.21285  -2.43927  -0.59758
H  1.35149  -1.17963  -1.85595
H  2.15471  -0.95797  -0.28881
H  -1.11790  2.90709  0.01737
H  1.30476  2.86174  0.51412
H  -0.50711  1.72109  2.90706
H  -0.33909  0.32836  1.98350

Atom charges from the Mulliken analysis, given in e for atoms 1 to 8: -0.8384 -0.0437 -0.8315 -0.3332 0.3738 -0.3902 0.2663 0.3109


No. 5
Formula: C12H22IInNO9
Source: the Open Molecules 2025 dataset
Level of theory: the ωB97M-V functional and the def2-TZVPD basis

Calculated values
total charge = -1
multiplicity = 1
LUMO level = 2.5 eV
E_tot = -1690.33321 hartree
energy relative to the best compared isomer or geometry (same formula, charge and spin) = 0.00 kcal/mol

Atoms and positions in Å:
N  -3.23838  1.82231  1.60701
In  -1.69776  0.41939  1.35011
I  0.70837  1.48772  2.39910
H  -3.48640  2.21260  0.70349
H  -2.98316  2.61337  2.18714
H  -1.42851  0.14305  -0.37214
H  -1.99210  -1.05956  2.23296
C  4.50936  -0.55141  6.11302
C  4.06505  -1.27647  4.86991
C  2.56779  -1.29591  4.63047
O  2.37981  -2.55657  3.97290
C  3.39453  -3.37217  4.31241
O  3.44608  -4.53878  4.08268
O  4.36329  -2.68310  4.96705
H  4.11103  -1.04894  6.99791
H  5.59582  -0.52626  6.18780
H  4.13936  0.47457  6.08899
H  4.58413  -0.89636  3.98547
H  2.22114  -0.47381  4.00969
H  2.01139  -1.30854  5.57168
C  -4.75476  -2.08579  -2.98440
C  -3.94063  -0.95161  -3.54944
C  -2.46558  -0.97233  -3.19069
O  -2.15364  0.42455  -3.13324
C  -3.27850  1.10766  -2.86367
O  -3.31845  2.26603  -2.59021
O  -4.36261  0.30511  -2.98100
H  -4.74466  -2.04230  -1.89522
H  -5.78802  -2.03884  -3.32621
H  -4.32670  -3.03799  -3.30169
H  -4.07070  -0.87014  -4.63329
H  -1.82071  -1.44230  -3.92623
H  -2.28981  -1.40404  -2.20279
C  1.48204  2.61146  -1.30160
C  1.61081  1.96159  -2.65308
C  0.46946  2.23902  -3.61727
O  0.39797  1.02096  -4.37187
C  0.86473  0.02819  -3.58472
O  0.71873  -1.13484  -3.81200
O  1.53959  0.52425  -2.53674
H  0.60726  2.22605  -0.77843
H  2.35590  2.41276  -0.68407
H  1.37812  3.69187  -1.42175
H  2.57137  2.19415  -3.12489
H  0.65577  3.06877  -4.29438
H  -0.47946  2.37802  -3.09497

Atom charges from the Mulliken analysis, given in e for atoms 1 to 8: -0.6663 0.4544 -0.4986 0.1835 0.1627 -0.2533 -0.3398 -1.4032